[1]
13 unconnected molecules or ions with the total composition C28H87N21O13 at a distorted geometry. Source: the OMol25 dataset; level of theory: wB97M-V/def2-TZVPD.

Cartesian coordinates (Å):
C (-2.881, -2.516, -1.730)
O (-2.442, -3.617, -1.604)
N (-4.031, -2.180, -2.258)
N (-2.238, -1.477, -1.275)
H (-4.744, -2.643, -2.804)
H (-4.059, -1.171, -2.245)
H (-2.538, -0.550, -1.541)
H (-1.254, -1.631, -1.108)
C (-0.079, 4.669, -1.468)
O (0.623, 3.669, -1.505)
N (0.246, 5.789, -0.837)
N (-1.309, 4.730, -1.938)
H (-0.325, 6.620, -0.893)
H (1.191, 5.913, -0.503)
H (-1.750, 3.927, -2.363)
H (-1.629, 5.675, -2.097)
C (3.757, 5.940, -1.101)
O (2.976, 6.833, -1.445)
N (3.417, 4.670, -1.174)
N (5.027, 6.039, -0.996)
H (2.430, 4.478, -1.262)
H (4.006, 4.050, -0.635)
H (5.606, 5.266, -0.700)
H (5.496, 6.932, -0.967)
C (1.085, 4.556, 2.607)
O (-0.062, 4.833, 2.980)
N (2.213, 5.167, 2.868)
N (1.213, 3.448, 1.942)
H (2.172, 5.764, 3.681)
H (3.031, 4.768, 2.430)
H (2.077, 3.053, 1.600)
H (0.396, 2.864, 1.839)
C (1.732, -1.593, -4.303)
O (2.735, -1.073, -3.833)
N (0.602, -1.838, -3.653)
N (1.722, -2.008, -5.592)
H (0.545, -1.528, -2.693)
H (-0.090, -2.416, -4.108)
H (2.552, -1.830, -6.140)
H (0.861, -2.347, -5.997)
C (3.227, -2.640, 2.547)
O (4.071, -2.258, 1.795)
N (3.382, -2.895, 3.796)
N (1.935, -2.598, 2.295)
H (2.613, -3.214, 4.367)
H (4.380, -2.926, 3.953)
H (1.299, -2.940, 3.002)
H (1.599, -2.374, 1.370)
C (4.317, 1.282, 1.099)
O (4.356, 2.480, 1.152)
N (3.481, 0.583, 0.418)
N (4.958, 0.527, 1.950)
H (3.592, -0.421, 0.436)
H (2.825, 0.973, -0.243)
H (5.767, 0.954, 2.379)
H (4.772, -0.463, 1.873)
C (0.422, 0.093, -0.825)
O (0.527, -1.112, -1.077)
N (-0.278, 0.489, 0.151)
N (0.997, 1.033, -1.483)
H (-0.438, 1.455, 0.400)
H (-0.740, -0.239, 0.677)
H (0.818, 2.026, -1.513)
H (1.441, 0.646, -2.303)
C (1.720, 1.696, -7.180)
C (3.056, 1.221, -6.581)
C (4.201, 1.155, -7.638)
O (5.331, 0.621, -7.035)
C (6.317, 0.199, -7.976)
N (3.334, 2.005, -5.433)
H (1.783, 1.773, -8.265)
H (1.496, 2.707, -6.841)
H (0.820, 1.105, -7.014)
H (2.979, 0.157, -6.353)
H (4.408, 2.135, -8.068)
H (3.822, 0.582, -8.484)
H (6.827, 0.949, -8.582)
H (5.836, -0.437, -8.719)
H (7.093, -0.464, -7.593)
H (2.776, 1.835, -4.609)
H (4.306, 1.764, -5.307)
C (-0.870, 2.100, 4.566)
C (-2.224, 1.912, 3.736)
C (-3.472, 2.264, 4.537)
O (-4.635, 2.072, 3.864)
C (-5.729, 2.640, 4.408)
N (-1.915, 2.641, 2.527)
H (-0.902, 1.334, 5.341)
H (-0.862, 3.054, 5.093)
H (0.001, 1.951, 3.928)
H (-2.313, 0.897, 3.348)
H (-3.410, 3.304, 4.858)
H (-3.568, 1.661, 5.440)
H (-5.864, 2.352, 5.451)
H (-6.533, 2.309, 3.751)
H (-5.726, 3.730, 4.416)
H (-1.774, 3.626, 2.700)
H (-2.745, 2.596, 1.953)
C (-0.806, -4.181, 6.521)
C (-0.305, -4.092, 5.075)
C (-0.923, -2.766, 4.494)
O (-0.831, -3.022, 3.054)
C (-1.642, -2.224, 2.221)
N (1.157, -4.050, 5.134)
H (-1.891, -4.263, 6.596)
H (-0.552, -3.297, 7.105)
H (-0.495, -5.022, 7.141)
H (-0.549, -4.966, 4.471)
H (-0.378, -1.861, 4.761)
H (-1.971, -2.655, 4.773)
H (-2.686, -2.043, 2.480)
H (-1.659, -2.608, 1.201)
H (-1.199, -1.232, 2.308)
H (1.410, -5.016, 4.981)
H (1.326, -4.184, 6.121)
C (0.880, -4.324, -0.511)
C (0.187, -5.636, -0.279)
C (-0.490, -5.672, 1.114)
O (-0.924, -7.030, 1.291)
C (-1.413, -7.338, 2.587)
N (-0.812, -5.856, -1.398)
H (0.668, -3.884, -1.486)
H (1.872, -4.332, -0.060)
H (0.365, -3.583, 0.099)
H (0.969, -6.393, -0.327)
H (-1.237, -4.885, 1.218)
H (0.300, -5.550, 1.854)
H (-2.068, -6.490, 2.788)
H (-0.709, -7.514, 3.401)
H (-2.047, -8.208, 2.420)
H (-1.504, -6.460, -0.979)
H (-1.299, -4.987, -1.563)
C (-4.932, -0.121, 0.914)
C (-4.321, 1.195, 0.267)
C (-4.884, 1.499, -1.106)
O (-4.469, 0.620, -2.191)
C (-4.784, 1.090, -3.506)
N (-4.547, 2.296, 1.168)
H (-6.004, -0.114, 1.109)
H (-4.403, -0.461, 1.804)
H (-4.942, -0.892, 0.144)
H (-3.271, 1.016, 0.035)
H (-4.792, 2.553, -1.367)
H (-5.953, 1.342, -0.964)
H (-4.214, 0.706, -4.352)
H (-4.712, 2.170, -3.638)
H (-5.804, 0.819, -3.777)
H (-5.436, 2.768, 1.090)
H (-4.444, 2.005, 2.130)

Summary:
frontier orbital gap (alpha / beta): 8.00 / 2.55 eV
total charge: +1
2S+1: 2
M: 926.14 g/mol

[2]
17 unconnected molecules or ions with the total composition C28H94N4O20PS at a distorted geometry. Source: the OMol25 dataset; level of theory: wB97M-V/def2-TZVPD.

Cartesian coordinates (Å):
C (-2.511, -2.538, -5.491)
C (-1.229, -1.721, -5.358)
O (-0.131, -2.612, -5.200)
C (1.142, -2.009, -5.204)
C (1.879, -2.222, -3.877)
P (1.086, -1.497, -2.429)
N (-0.304, -2.345, -2.136)
C (0.753, 0.246, -2.693)
C (-0.212, 0.759, -1.605)
C (-0.766, 2.180, -1.859)
C (-0.586, 3.071, -0.632)
N (0.822, 3.362, -0.393)
C (1.623, 2.477, 0.337)
N (2.794, 2.119, -0.041)
N (1.075, 2.047, 1.564)
C (2.258, -1.656, -1.071)
C (1.986, -2.879, -0.148)
C (1.041, -2.399, 0.968)
S (0.020, -3.742, 1.510)
O (0.817, -4.934, 1.581)
O (-0.680, -3.367, 2.710)
O (-1.032, -3.880, 0.345)
H (-3.349, -1.993, -5.066)
H (-2.361, -3.473, -4.950)
H (-2.712, -2.795, -6.523)
H (-1.080, -1.110, -6.250)
H (-1.323, -1.061, -4.487)
H (1.092, -0.954, -5.478)
H (1.750, -2.497, -5.967)
H (2.008, -3.290, -3.707)
H (2.855, -1.740, -3.968)
H (-0.393, -3.114, -2.791)
H (-1.155, -1.801, -2.143)
H (0.301, 0.390, -3.673)
H (1.692, 0.800, -2.624)
H (0.290, 0.729, -0.641)
H (-1.075, 0.095, -1.535)
H (-1.800, 2.134, -2.194)
H (-0.208, 2.638, -2.682)
H (-1.058, 2.609, 0.233)
H (-1.116, 4.012, -0.782)
H (1.283, 3.569, -1.268)
H (3.000, 2.573, -0.928)
H (1.776, 1.500, 2.051)
H (0.303, 1.413, 1.395)
H (3.241, -1.750, -1.536)
H (2.302, -0.746, -0.472)
H (2.937, -3.219, 0.250)
H (1.534, -3.691, -0.713)
H (0.395, -1.633, 0.542)
H (1.578, -2.031, 1.836)
H (-1.825, -4.339, 0.656)
C (-4.320, -2.990, 1.841)
O (-3.768, -2.254, 0.742)
H (-5.053, -3.693, 1.455)
H (-3.532, -3.543, 2.363)
H (-4.811, -2.314, 2.541)
H (-3.132, -1.638, 1.113)
C (4.798, 4.431, -3.287)
O (3.754, 3.476, -3.019)
H (5.144, 4.805, -2.328)
H (5.631, 3.974, -3.819)
H (4.403, 5.261, -3.875)
H (3.439, 3.152, -3.865)
C (3.616, -3.699, 3.578)
O (4.127, -2.927, 2.476)
H (2.888, -4.406, 3.185)
H (4.413, -4.247, 4.081)
H (3.129, -3.038, 4.296)
H (4.762, -2.306, 2.842)
C (2.559, 4.894, 3.682)
O (1.447, 4.093, 4.068)
H (2.961, 5.362, 4.576)
H (3.340, 4.282, 3.219)
H (2.253, 5.671, 2.979)
H (1.098, 3.687, 3.269)
C (-4.797, -4.518, 5.141)
O (-5.011, -3.108, 5.122)
H (-5.602, -4.987, 4.580)
H (-3.841, -4.765, 4.671)
H (-4.806, -4.909, 6.161)
H (-4.295, -2.704, 5.620)
C (-2.623, 0.449, 3.667)
O (-1.330, 0.048, 4.114)
H (-2.786, 1.477, 3.977)
H (-2.682, 0.394, 2.574)
H (-3.398, -0.186, 4.105)
H (-1.207, -0.864, 3.832)
C (5.676, -5.346, -0.382)
O (5.823, -4.125, -1.114)
H (5.868, -6.178, -1.052)
H (6.394, -5.381, 0.440)
H (4.662, -5.430, 0.014)
H (5.660, -3.406, -0.498)
C (-0.194, 7.199, 2.983)
O (0.204, 8.507, 2.594)
H (0.301, 6.487, 2.327)
H (0.106, 6.996, 4.015)
H (-1.277, 7.079, 2.881)
H (-0.237, 9.130, 3.180)
C (8.301, 2.403, -5.502)
O (7.859, 3.541, -4.767)
H (7.469, 2.072, -6.120)
H (9.143, 2.650, -6.152)
H (8.592, 1.589, -4.837)
H (8.592, 3.838, -4.223)
C (-7.670, -2.260, 3.084)
O (-7.356, -1.130, 2.271)
H (-7.511, -3.143, 2.469)
H (-6.997, -2.300, 3.943)
H (-8.709, -2.248, 3.421)
H (-7.470, -0.329, 2.787)
C (-2.352, 8.248, 5.808)
O (-1.903, 9.522, 5.349)
H (-1.877, 7.503, 5.179)
H (-2.059, 8.070, 6.845)
H (-3.437, 8.150, 5.714)
H (-2.309, 10.200, 5.892)
C (9.009, -5.110, -2.604)
O (8.224, -4.080, -3.189)
H (9.807, -5.349, -3.302)
H (9.456, -4.786, -1.659)
H (8.418, -6.013, -2.427)
H (7.516, -3.872, -2.570)
C (2.472, -2.558, 7.374)
O (3.839, -2.832, 7.074)
H (1.883, -3.374, 6.963)
H (2.302, -2.512, 8.452)
H (2.142, -1.620, 6.919)
H (4.366, -2.118, 7.439)
C (-7.345, 1.330, -0.312)
O (-6.133, 0.823, 0.233)
H (-7.364, 2.399, -0.109)
H (-7.392, 1.173, -1.393)
H (-8.217, 0.869, 0.158)
H (-6.110, -0.126, 0.082)
C (-5.018, -3.116, -8.741)
O (-4.416, -2.033, -8.029)
H (-5.060, -3.964, -8.062)
H (-6.033, -2.868, -9.056)
H (-4.427, -3.394, -9.616)
H (-4.380, -1.280, -8.624)
C (-6.210, 5.378, -0.916)
O (-5.395, 4.606, -0.041)
H (-6.138, 6.414, -0.594)
H (-5.867, 5.307, -1.951)
H (-7.258, 5.069, -0.865)
H (-5.453, 3.687, -0.317)

Summary:
frontier orbital gap: 9.00 eV
total charge: +1
2S+1: 1
M: 870.11 g/mol